[1]
DFT (ωB97M-V/def2-TZVPD) results for a structure of composition C38H40N2P2Y.

## Properties
- E_HOMO: -9.6 eV
- Max |F|: 0.432 eV/Å
- Energy above the lowest of the compared OMol25 structures with the same formula, charge and spin: 0.129 eV
- Kohn-Sham gap: 7.10 eV

The geometry in ORCA input format:
```
! wB97M-V def2-TZVPD RIJCOSX def2/J DEFGRID3
* xyz 1 1
C -1.024 -3.153 -0.429
H -0.440 3.896 3.033
H -2.371 1.251 5.760
C -3.372 -2.714 -0.704
H -0.049 -2.923 0.004
H -0.741 3.530 0.335
C 0.462 1.782 -2.990
H -4.235 -2.080 -0.549
H 6.357 -2.279 -2.668
P 0.975 2.091 1.241
H 2.815 -1.905 3.179
H 5.422 -2.542 -4.149
H 5.573 -3.833 -2.964
C -3.870 1.640 1.912
C -1.806 1.120 -2.597
C -0.595 2.892 3.404
H 3.230 2.849 0.808
H 2.118 -1.011 4.543
H -2.505 -5.633 -2.201
C -4.700 0.954 2.786
C -2.986 0.948 1.098
H 3.799 2.519 -3.093
C -1.155 -4.330 -1.163
C -0.492 1.092 -2.169
H -5.284 -0.979 3.507
H -1.233 -0.653 4.738
P 0.700 -0.922 2.549
H 0.821 3.772 -0.434
H 0.250 -3.269 2.723
H -1.232 -2.321 2.860
H -2.579 0.617 -2.018
C -3.495 -3.896 -1.405
H -1.937 3.546 4.939
C -0.189 -2.377 3.173
Y -0.007 -0.219 -0.287
N -1.897 -1.084 0.415
H 3.119 -0.628 0.349
H -0.287 -4.959 -1.322
C 3.104 -1.185 -0.584
C -1.296 2.434 -4.548
C -2.390 -4.711 -1.649
H -3.258 1.780 -4.068
C -2.122 -2.315 -0.200
H -0.129 -2.473 4.258
C -2.215 1.787 -3.779
H -4.467 -4.185 -1.783
C -2.894 -0.446 1.161
C -3.739 -1.129 2.042
H -3.693 -2.210 2.093
H 3.200 1.729 2.178
H 2.165 1.338 -1.721
H 0.728 3.631 -5.859
C 4.225 -2.287 -2.390
H 2.655 3.398 2.394
C 2.356 3.150 -4.576
N 1.894 -1.455 -1.091
C 2.759 2.495 -3.394
C 1.043 3.127 -4.954
C 4.278 -1.579 -1.192
C 2.965 -2.559 -2.916
H 3.087 3.672 -5.179
H -2.394 1.499 0.369
H -5.404 1.489 3.409
C 2.677 2.555 1.701
H 0.509 4.507 1.150
H 2.858 -3.096 -3.849
C 1.837 -2.132 -2.248
C -4.632 -0.431 2.838
C -1.684 1.416 4.941
C -1.040 0.339 4.355
C 0.327 3.630 0.529
H -1.598 2.947 -5.454
C -0.166 0.515 3.283
C 0.072 2.452 -4.175
C 5.468 -2.752 -3.081
H 5.226 -1.330 -0.735
H 2.908 -0.144 3.220
C 2.279 -0.998 3.464
C -1.447 2.700 4.478
C 1.835 1.834 -2.632
H -3.926 2.719 1.841
C 0.037 1.816 2.782
H 0.847 -2.332 -2.643
*
```

[2]
DFT (ωB97M-V/def2-TZVPD) results for a structure of composition C25H35F3KN8O4S.

## Properties
- E_HOMO: -5.6 eV
- Max |F|: 1.221 eV/Å
- Energy above the lowest of the compared OMol25 structures with the same formula, charge and spin: 0.991 eV
- Kohn-Sham gap: 7.87 eV

The geometry in ORCA input format:
```
! wB97M-V def2-TZVPD RIJCOSX def2/J DEFGRID3
* xyz -1 1
H 2.952 3.921 4.054
H -4.814 -0.177 -0.844
H -3.986 0.552 -2.990
H -2.543 -1.867 -0.249
C 1.702 -2.473 -1.856
C 3.215 -0.363 3.504
H 3.590 3.100 1.764
C 0.216 -2.964 -1.847
H 0.549 3.703 4.747
C 2.062 2.104 -0.109
H -2.893 -1.292 1.921
C -3.229 0.210 -2.262
C -3.305 2.344 -1.010
H -2.502 -0.396 -2.800
C 0.943 0.843 -5.743
H -4.572 -1.386 1.365
C 2.574 3.057 2.128
H -0.549 -3.879 2.442
O 0.004 -3.949 -2.541
C 0.887 3.384 3.772
O -0.538 -2.283 -1.120
C 0.869 1.462 -3.437
C 1.279 1.729 -4.738
O 1.942 3.420 -2.699
C 1.551 -1.844 2.553
K -0.387 0.041 -0.498
H -3.564 3.327 0.892
N 1.308 -3.025 1.941
C 3.782 -1.624 1.521
N 0.132 0.393 -3.125
H -0.747 -1.335 -3.811
N 0.320 2.425 1.646
C -3.925 -0.689 -1.225
H 4.251 -0.509 3.811
N -2.656 1.412 1.179
H 2.608 -4.420 1.013
H -4.678 1.013 1.038
H -3.277 3.284 -1.578
N 1.126 2.026 -1.060
C -2.844 2.628 0.430
C 1.377 2.397 -2.329
O 3.261 1.847 -0.218
H -1.773 1.663 -2.218
N 2.850 -1.462 2.634
F 1.913 -1.399 -1.071
H 2.566 -0.344 4.377
C -3.800 0.627 1.567
H -4.354 2.030 -0.999
C 2.240 -4.139 2.003
H -1.052 2.744 3.147
H 3.940 -0.649 1.049
C 0.202 -0.283 -5.420
C 2.213 3.498 3.384
C -0.007 2.841 2.868
H 1.719 -4.999 2.432
N -3.060 -1.010 -0.108
C -3.611 -0.861 1.216
C 1.598 2.528 1.285
H 0.002 -4.103 0.755
H -4.290 -1.587 -1.741
H 1.267 1.017 -6.762
H -0.065 -1.022 -6.161
H -4.032 0.708 2.638
F 2.534 -3.437 -1.392
H -0.615 -2.533 1.281
F 2.136 -2.143 -3.082
H 3.388 -2.298 0.770
H 3.134 0.595 2.982
H 4.740 -2.004 1.883
H -1.874 3.126 0.393
H -1.932 1.469 1.871
H 3.083 -3.891 2.644
N -2.516 1.304 -1.634
C -0.046 -3.407 1.591
S 0.323 -0.890 3.197
C -0.181 -0.457 -4.102
H 1.870 2.616 -4.912
*
```

[3]
DFT (ωB97M-V/def2-TZVPD) results for a cluster of 8 separate species, C42H104N8O8 in total.

## Properties
- E_HOMO: -8.2 eV
- Max |F|: 2.563 eV/Å
- Energy above the lowest of the compared OMol25 structures with the same formula, charge and spin: 3.442 eV
- Kohn-Sham gap: 8.69 eV

The geometry in ORCA input format:
```
! wB97M-V def2-TZVPD RIJCOSX def2/J DEFGRID3
* xyz 0 1
H 1.544 -1.558 -2.215
H 1.426 4.440 -3.438
C -2.514 -1.985 3.664
C 2.902 3.394 -6.815
H -0.555 -2.313 -0.975
C 6.465 -5.773 -0.369
N 8.177 -4.206 -1.016
C -0.634 -2.810 -4.049
C 0.976 0.853 -2.843
H -6.412 -1.803 -3.302
H 3.748 5.076 -0.164
H 1.119 -2.573 3.278
H 3.330 2.864 -0.374
H 5.371 -5.912 -0.336
C 2.071 5.060 -5.365
C -1.317 -1.097 3.873
C -2.176 -2.981 6.054
H -4.721 -1.238 -5.627
H 1.050 5.048 -5.779
H -2.466 -2.815 2.947
H -2.125 1.640 -4.336
H -5.642 -2.633 -5.966
O 5.144 -3.082 0.570
H -2.448 -3.306 8.293
H -4.695 -4.951 -4.750
H 8.898 -4.404 -0.335
H -3.820 -3.163 4.762
C -4.670 -2.329 -5.566
C 0.423 -2.901 4.059
C -5.327 -1.869 -3.220
H -3.732 0.934 -4.644
C 2.775 3.053 1.708
C -0.216 -1.772 -0.083
H -2.188 4.132 4.658
H -4.368 0.852 1.083
H -2.036 7.045 4.832
H -0.427 -2.500 0.706
H 3.821 -1.950 1.712
H -0.443 -3.054 -3.006
H -0.533 -1.720 -4.121
H -6.214 -4.240 -4.417
H 1.115 7.269 -4.299
H -1.003 -4.723 6.319
H 6.662 -6.468 -1.187
N -3.128 -2.816 -3.683
C -3.092 -2.373 4.992
H 1.150 6.962 -2.567
H -2.174 -1.469 -5.741
H 0.930 -0.793 1.767
H 1.971 2.974 -7.207
H -2.775 -2.378 -1.944
C -4.566 -2.867 -4.139
H 0.492 0.166 5.685
H 1.066 5.039 4.493
O -2.938 -3.242 -2.338
H -3.732 -3.933 -6.558
H 8.357 -4.828 -1.791
H -1.283 3.186 2.146
C 6.779 -4.289 -0.631
O 2.752 3.840 -5.483
C -1.925 -4.764 -4.728
C 6.530 -3.287 0.493
C -5.176 -4.242 -4.075
O 0.874 0.285 -1.560
C -2.895 0.961 -3.949
C 0.837 -0.672 5.068
H 5.407 -2.186 2.438
C 1.728 -0.885 -1.376
H -1.730 -4.758 4.717
H 6.900 -3.654 1.468
H 0.643 6.477 4.360
H -4.920 -0.878 -3.435
C 1.304 -1.576 -0.076
H 0.959 -3.611 4.689
H -2.436 -0.027 -3.866
H -3.916 -3.141 7.432
H 1.919 0.915 -3.392
C -0.240 -1.738 4.798
N -3.767 3.077 -0.368
C 1.072 6.476 -3.534
C 4.638 -2.663 1.817
H 1.228 1.977 -0.721
H 6.843 -6.140 0.585
H 3.486 3.753 2.153
C -0.857 2.652 3.004
H -2.223 6.656 6.492
H -0.004 -1.760 7.537
H 0.346 0.235 -3.504
O -3.436 1.529 -2.766
N 0.754 5.790 5.115
H 2.509 5.909 -5.909
H 4.363 1.738 3.756
O -0.347 3.553 3.939
H 3.916 4.957 -3.878
H 2.658 2.059 3.999
H 3.634 2.583 -6.825
H 2.235 5.384 0.704
C -1.238 4.578 4.334
H -0.766 -0.839 -0.006
C -2.429 1.588 -1.761
C -1.475 6.673 5.699
H 1.232 -0.163 4.191
H -1.528 -0.128 4.330
C 1.963 5.302 -3.853
H 7.259 -2.465 0.452
H -1.613 1.967 3.404
H -1.680 2.323 -2.083
H -3.282 -1.476 3.063
H -0.836 -0.826 2.931
C -3.594 -2.845 -6.491
H -0.600 4.871 6.412
H -3.489 3.498 -1.249
H -2.613 -5.158 6.207
C 2.694 4.795 -0.099
C -2.227 -2.553 -5.912
H -1.443 -2.716 -6.653
O 3.091 1.699 2.032
C -2.024 -3.231 -4.565
H -0.976 -5.124 -5.115
C -2.872 -2.824 7.412
H 4.355 -3.560 2.382
H 0.444 1.805 -2.842
H -3.652 -2.617 -7.557
N 1.212 2.860 -0.218
C -1.903 -4.463 5.750
N 1.671 -0.774 1.077
H -2.006 -5.118 -3.693
H -0.857 7.561 5.862
H -0.282 -3.497 3.471
H 3.378 4.885 -2.452
H -1.430 5.176 3.433
C 2.526 3.281 0.240
H -5.157 -4.631 -3.057
H 1.763 0.225 0.911
N 3.296 5.489 -3.263
H -3.704 -1.530 5.324
H 3.328 4.227 -7.384
H -1.793 0.688 -1.762
H -2.845 -1.746 7.596
H -4.764 2.943 -0.518
C -2.985 1.791 -0.367
H -5.134 -1.961 -2.148
C 3.360 1.478 3.391
H -4.494 0.371 -0.628
H -0.067 1.995 2.631
H 0.104 -3.192 -4.750
H 1.646 -1.138 5.634
H 0.583 2.849 0.574
C -0.641 5.401 5.460
H -2.764 -5.221 -5.247
C -3.805 0.620 0.184
H -2.188 2.060 0.332
H 0.035 6.218 -3.792
H 2.210 5.135 -1.005
H 2.717 -0.428 -1.323
H 1.811 3.246 2.200
H 6.283 -3.979 -1.555
O -0.037 -2.590 7.048
H 3.332 0.402 3.556
H 1.899 -2.493 -0.029
N -0.936 -2.197 6.005
H -3.116 -0.215 0.319
*
```

[4]
DFT (ωB97M-V/def2-TZVPD) results for a structure of composition C38H76F6HgN5O8S2.

## Properties
- E_HOMO (alpha / beta): -7.6 / -7.6 eV
- ⟨S²⟩: 0.75
- Max |F|: 7.797 eV/Å
- Kohn-Sham gap (alpha / beta): 8.02 / 5.94 eV

The geometry in ORCA input format:
```
! wB97M-V def2-TZVPD RIJCOSX def2/J DEFGRID3
* xyz 0 2
C -2.418 -5.243 5.499
H -6.018 -3.343 0.934
H -3.016 -5.818 7.559
C 6.923 0.163 -1.450
C 3.153 5.529 -3.079
C 6.523 1.136 -2.489
H 2.095 3.802 0.384
H 0.993 -5.148 5.614
C -0.183 -3.235 5.508
H 1.837 6.628 -4.176
H 3.849 -0.832 -1.607
F -2.660 1.035 -0.081
H -6.602 -6.222 -0.205
H -4.118 -3.049 6.026
H -4.374 -5.131 6.599
H 3.306 -1.790 -3.012
H 0.786 8.209 -3.424
C 3.357 4.918 -1.677
H -3.312 -2.181 -3.308
N -0.437 2.736 1.286
H 3.685 7.677 -1.119
C -6.499 -2.864 0.081
H 2.018 5.094 1.516
C 7.215 0.815 -3.894
N 5.058 1.301 -2.610
C -3.462 -5.728 6.568
C 5.018 0.092 -4.689
C 2.941 0.908 -3.765
C -4.048 -1.747 -2.630
H 0.635 -2.778 4.951
H -7.691 -3.315 -1.700
H -3.751 -0.712 -2.460
C 0.038 -4.694 5.348
H 7.948 0.306 -1.110
C -1.475 0.492 -0.296
H 8.114 2.472 -2.234
C 6.555 -0.267 -4.755
C 4.031 -1.056 -2.658
H -5.985 -5.790 -3.613
H -3.085 -1.929 0.167
H -0.031 8.308 -1.834
C 7.054 2.483 -1.980
C 4.300 0.221 -3.353
H -3.536 -3.665 0.112
H -1.833 -5.538 3.356
C 0.821 6.399 -2.263
H -1.062 -0.783 5.760
H -3.791 -4.287 -3.573
H 6.514 0.428 -0.475
H 6.767 -0.910 -1.560
F -1.240 -0.461 0.473
C -3.284 -2.784 -0.479
H 4.437 4.840 -1.546
H -2.296 -2.944 -0.910
O -3.819 -4.667 -2.691
H -1.237 6.087 -1.551
C -5.526 -1.920 -0.648
C -7.051 -3.800 -0.964
C 0.836 7.925 -2.373
C -1.872 -1.480 5.975
F -1.428 0.064 -1.582
C -0.948 -5.619 5.894
N -2.573 -3.812 5.466
H -0.622 -2.811 3.113
H -7.810 -4.441 -0.513
O 1.666 2.420 2.465
H -1.145 5.902 -3.348
C -0.659 2.708 4.028
C 1.708 5.831 -3.444
S 0.240 1.978 2.412
H -0.632 -6.599 5.537
C -2.597 -5.812 4.083
H -4.880 -1.778 -3.334
O -0.249 2.760 -1.173
H -1.404 -1.448 3.262
H 1.808 8.324 -2.086
C -6.704 -5.296 -2.959
H 2.282 1.133 -2.927
H 2.987 3.916 -1.889
H 7.404 1.658 -4.559
H 3.034 7.552 0.419
H -2.447 -2.715 2.978
H -3.438 -5.513 3.458
H 3.563 4.717 1.133
H 3.924 6.295 -2.991
H 2.376 0.334 -4.500
O 4.379 1.865 -1.442
C 2.639 5.696 -0.536
H -7.297 -2.275 0.534
H 4.540 6.719 0.052
H -0.686 4.726 -2.262
H -0.022 -4.859 4.272
H -1.965 -1.783 7.018
C -6.078 -4.775 -1.680
N -4.815 -3.986 -2.000
H 6.716 3.365 -2.524
C -5.693 -5.945 -0.739
H 4.830 0.932 -5.357
O 1.248 0.950 -0.137
F -0.110 2.161 5.128
C 2.584 4.739 0.654
H 0.048 -2.900 6.519
O 0.016 0.536 2.519
O -3.891 -3.364 5.148
H -5.159 -1.178 0.061
C -0.614 5.805 -2.401
C 3.543 6.942 -0.327
H 4.660 -0.817 -5.173
F -1.956 2.488 3.882
H 6.727 -1.188 -4.199
H 6.952 -0.471 -5.750
H -3.738 -6.741 6.279
H 0.717 7.568 -0.230
H -4.913 -5.629 -0.047
H 6.838 2.757 -0.947
H 3.160 1.892 -4.179
H -5.287 -6.779 -1.311
S -0.005 1.747 -0.146
Hg -0.701 4.777 0.241
C -1.596 -2.770 5.100
H 8.160 0.312 -3.686
F -0.552 4.100 4.027
C -4.396 -2.682 -1.382
H 4.201 1.067 -0.939
H 4.901 -1.711 -2.619
H -7.036 -4.475 -3.594
H -0.760 -5.703 6.965
H -5.908 -1.179 -1.351
H -2.812 -0.941 5.850
H -2.849 -6.866 4.199
H 1.169 5.123 -4.075
H 3.513 4.861 -3.861
N 1.218 6.052 -0.900
H -7.518 -5.988 -2.744
C -1.559 -2.484 3.565
O 0.609 6.676 0.107
*
```

Question: Number 3 is which compound?
Answer: C42H104N8O8

Question: What is the formula in the first record?
Answer: C38H40N2P2Y

Question: Look up the max |F| of the fourth one.
Answer: 7.797 eV/Å

Question: Which of these has the lowest max |F|?
Answer: C38H40N2P2Y